[1]
The following is a DFT calculation (the ωB97M-V functional and the def2-TZVPD basis) of C39H40BIrN13O as an isolated structure in a non-equilibrium geometry.

Last column: Löwdin charge in e.
Geometry (Å):
Ir: 0.028 -0.668 -0.033  1.636
C: 1.191 1.403 4.055  0.017
C: 2.573 1.539 4.050  -0.017
C: 3.247 1.306 2.878  0.048
C: 2.525 0.985 1.695  -0.333
N: 1.178 0.765 1.751  0.075
C: 0.556 0.983 2.893  -0.113
N: 3.216 0.951 0.565  0.239
C: 2.691 0.937 -0.665  -0.235
N: 1.441 0.585 -1.122  -0.024
C: 1.451 0.822 -2.481  -0.316
N: 0.573 0.539 -3.452  0.207
C: -0.723 0.314 -3.315  -0.329
C: -1.486 0.213 -4.512  0.044
C: -2.854 0.119 -4.447  -0.018
C: -3.460 0.094 -3.198  0.008
C: -2.651 0.108 -2.066  -0.113
N: -1.334 0.198 -2.103  0.090
C: 2.717 1.368 -2.899  -0.125
C: 3.215 1.767 -4.132  -0.011
C: 4.515 2.231 -4.165  -0.023
C: 5.306 2.294 -3.007  -0.022
C: 4.825 1.896 -1.778  0.024
C: 3.518 1.431 -1.733  -0.090
H: 0.605 1.576 4.938  0.125
H: 3.102 1.823 4.944  0.128
H: 4.313 1.409 2.783  0.129
H: -0.503 0.796 2.923  0.111
H: -0.946 0.267 -5.441  0.125
H: -3.446 0.074 -5.345  0.125
H: -4.526 0.028 -3.085  0.121
H: -3.112 0.006 -1.099  0.106
H: 2.612 1.719 -5.020  0.124
H: 4.934 2.552 -5.104  0.120
H: 6.315 2.658 -3.082  0.119
H: 5.432 1.934 -0.895  0.121
C: -1.185 -3.414 -2.688  -0.011
C: -1.932 -3.021 -1.490  -0.311
C: -3.214 -3.490 -1.264  0.030
C: -3.633 -2.925 -0.087  -0.260
C: -4.913 -3.114 0.617  0.004
N: -2.647 -2.146 0.373  0.020
N: -1.563 -2.183 -0.461  -0.026
B: -2.637 -1.353 1.681  -0.541
N: -1.466 -1.812 2.546  0.034
N: -0.190 -1.664 2.117  -0.012
C: 0.622 -2.040 3.127  -0.337
C: 2.106 -1.998 3.101  -0.022
C: -0.155 -2.453 4.202  0.042
C: -1.472 -2.293 3.803  -0.248
C: -2.706 -2.578 4.558  0.001
N: -2.488 0.148 1.355  0.030
N: -1.423 0.654 0.667  -0.115
C: -1.584 1.990 0.605  -0.328
C: -0.673 2.937 -0.069  -0.009
C: -2.759 2.336 1.262  0.049
C: -3.304 1.155 1.727  -0.246
C: -4.551 0.957 2.497  0.007
H: -1.866 -3.908 -3.379  0.098
H: -0.770 -2.562 -3.193  0.058
H: -0.400 -4.117 -2.450  0.087
H: -3.757 -4.167 -1.877  0.123
H: -5.557 -3.759 0.029  0.096
H: -4.759 -3.576 1.584  0.090
H: -5.422 -2.170 0.775  0.085
H: -3.647 -1.519 2.248  0.113
H: 2.488 -1.529 2.203  0.051
H: 2.477 -1.451 3.968  0.091
H: 2.523 -3.004 3.161  0.099
H: 0.191 -2.815 5.138  0.120
H: -2.447 -3.002 5.524  0.095
H: -3.283 -1.675 4.725  0.085
H: -3.335 -3.287 4.031  0.090
H: 0.240 2.460 -0.386  0.040
H: -1.163 3.368 -0.939  0.097
H: -0.429 3.757 0.604  0.099
H: -3.158 3.316 1.382  0.125
H: -5.058 1.910 2.616  0.096
H: -5.225 0.271 1.993  0.087
H: -4.344 0.556 3.484  0.090
N: 3.317 -1.335 -4.530  0.211
C: 3.742 -2.382 -3.797  -0.492
O: 4.605 -3.132 -4.173  0.101
C: 3.083 -2.629 -2.456  -0.060
C: 3.486 -3.752 -1.738  0.056
C: 2.864 -4.014 -0.530  0.009
C: 1.896 -3.142 -0.055  -0.106
N: 1.530 -2.042 -0.718  -0.085
C: 2.097 -1.826 -1.906  -0.082
H: 3.790 -1.178 -5.408  0.134
H: 2.685 -0.627 -4.202  0.051
H: 4.253 -4.389 -2.151  0.138
H: 3.112 -4.886 0.046  0.122
H: 1.357 -3.356 0.840  0.096
H: 1.734 -0.939 -2.439  0.072

Calculated values
2S+1   6
LUMO energy (alpha / beta)   -6.83 / -8.83 eV
Net charge   +2

[2]
The following is a DFT calculation (the ωB97M-V functional and the def2-TZVPD basis) of a 3-piece molecular cluster, C39H40BrO6P overall.

Last column: Löwdin charge in e.
Geometry (Å):
C: -4.332 -0.098 1.487  -0.097
C: -2.854 0.225 1.750  -0.281
C: -2.347 1.427 0.958  -0.221
C: -1.076 2.084 1.508  -0.198
C: 0.048 1.170 1.992  -0.220
C: 0.941 0.651 0.864  -0.258
C: 0.352 -0.525 0.076  -0.411
P: 0.958 -2.132 0.704  0.616
Br: -0.427 -2.570 2.424  0.332
O: 0.411 -3.156 -0.427  -0.479
C: -0.967 -3.260 -0.819  -0.221
C: -1.083 -3.581 -2.306  -0.184
O: -1.679 -2.566 -3.071  -0.144
C: -0.843 -1.449 -3.337  -0.265
C: -1.314 -0.784 -4.622  -0.058
H: -4.792 -0.515 2.380  0.066
H: -4.433 -0.837 0.696  0.066
H: -4.884 0.797 1.211  0.065
H: -2.267 -0.667 1.525  0.025
H: -2.701 0.414 2.814  0.110
H: -2.219 1.159 -0.094  0.105
H: -3.140 2.176 0.970  0.104
H: -0.658 2.717 0.723  0.108
H: -1.371 2.750 2.318  0.098
H: 0.680 1.756 2.662  0.110
H: -0.328 0.338 2.586  0.061
H: 1.932 0.393 1.241  0.092
H: 1.091 1.476 0.164  0.106
H: 0.670 -0.515 -0.967  0.075
H: -0.737 -0.465 0.084  0.045
H: -1.524 -2.351 -0.596  0.103
H: -1.409 -4.064 -0.234  0.111
H: -1.718 -4.456 -2.428  0.127
H: -0.093 -3.839 -2.695  0.117
H: -0.919 -0.737 -2.511  0.097
H: 0.193 -1.787 -3.418  0.121
H: -1.228 0.298 -4.540  0.071
H: -2.369 -1.014 -4.751  0.078
H: -0.752 -1.114 -5.489  0.072
C: 0.439 10.234 2.399  -0.056
C: 0.478 9.117 1.572  -0.057
C: -0.173 7.954 1.944  -0.003
C: -0.862 7.901 3.149  -0.082
C: -0.894 9.020 3.983  -0.082
C: -0.245 10.187 3.601  -0.002
C: -1.607 8.985 5.292  -0.277
O: -1.645 9.961 6.011  0.108
C: -2.269 7.709 5.689  -0.082
C: -2.909 7.637 6.920  -0.002
C: -3.536 6.465 7.303  -0.056
C: -3.533 5.360 6.458  -0.056
C: -2.897 5.427 5.231  -0.002
C: -2.260 6.598 4.843  -0.082
C: -1.567 6.641 3.523  -0.275
O: -1.574 5.683 2.781  0.100
H: 0.945 11.144 2.103  0.108
H: 1.017 9.155 0.635  0.107
H: -0.155 7.079 1.309  0.120
H: -0.281 11.047 4.254  0.120
H: -2.907 8.503 7.566  0.121
H: -4.032 6.409 8.264  0.108
H: -4.028 4.447 6.759  0.108
H: -2.885 4.575 4.565  0.117
C: 4.026 -8.576 -7.244  -0.057
C: 3.468 -7.373 -7.663  -0.058
C: 3.133 -6.402 -6.736  -0.003
C: 3.350 -6.630 -5.384  -0.083
C: 3.902 -7.841 -4.962  -0.082
C: 4.242 -8.810 -5.897  -0.003
C: 4.123 -8.126 -3.513  -0.278
O: 4.611 -9.175 -3.151  0.106
C: 3.722 -7.079 -2.532  -0.084
C: 3.874 -7.332 -1.175  -0.001
C: 3.510 -6.370 -0.247  -0.047
C: 3.003 -5.147 -0.672  -0.054
C: 2.850 -4.890 -2.022  -0.005
C: 3.200 -5.854 -2.957  -0.081
C: 2.993 -5.564 -4.404  -0.277
O: 2.544 -4.499 -4.774  0.099
H: 4.291 -9.332 -7.971  0.107
H: 3.295 -7.195 -8.716  0.107
H: 2.703 -5.460 -7.049  0.120
H: 4.673 -9.741 -5.557  0.120
H: 4.274 -8.285 -0.859  0.120
H: 3.621 -6.571 0.810  0.109
H: 2.717 -4.392 0.047  0.069
H: 2.446 -3.946 -2.360  0.108

Calculated values
LUMO energy   -1.04 eV
Net charge   0
SMILES   O=C1c2ccccc2C(=O)c2ccccc21.O=C1c2ccccc2C(=O)c2ccccc21.CCCCCCCP(Br)OCCOCC